(1)
185
Properties=species:S:1:pos:R:3:mulliken_charge:R:1 method="wB97M-V/def2-TZVPD" homo_energy_ev=-8.0 smiles=CC1(C)CCCC(C)(C)N1O.CC1(C)CCCC(C)(C)N1O.CC1(C)CCCC(C)(C)N1O.COC[C@H](C)N.COC[C@H](C)N.COC[C@H](C)N.COC[C@H](C)N.COC[C@H](C)N.OCCO relative_energy_kj_mol=296.80 total_energy_ev=-85113.035 multiplicity=1 total_charge=0 e_lumo_ev=0.45
C -5.49140 -2.07324 -1.66977 -1.46
C -5.48340 -1.02573 -2.79424 2.40
C -6.86277 -0.34464 -2.78511 -2.24
C -4.37296 0.07548 -2.55022 -1.78
C -3.00498 -0.54488 -2.76104 1.96
C -2.86832 -1.08668 -4.21526 -0.95
C -4.04566 -2.10865 -4.52941 1.62
C -3.99870 -2.22576 -6.08734 -2.01
C -3.65300 -3.51918 -3.98480 -1.73
N -5.35875 -1.61302 -4.14117 0.28
O -6.32307 -2.56582 -4.45715 -0.48
H -5.69655 -3.08638 -2.01557 0.31
H -4.46731 -2.21467 -1.32431 -0.03
H -6.24692 -1.81807 -0.92669 0.47
H -7.79231 -0.91145 -2.83780 0.38
H -7.02856 0.35587 -1.96663 0.42
H -6.93105 0.27189 -3.68139 0.52
H -4.51084 0.92867 -3.21442 0.31
H -4.45858 0.43999 -1.52655 0.42
H -2.25232 0.23436 -2.64109 -0.61
H -2.73333 -1.27704 -2.00061 -0.75
H -1.89451 -1.57214 -4.27947 -0.42
H -2.92425 -0.23262 -4.89020 0.64
H -4.21781 -1.24076 -6.49950 0.47
H -4.67388 -2.99806 -6.45584 0.47
H -2.97853 -2.46022 -6.39126 0.37
H -2.91703 -3.98671 -4.63892 0.52
H -4.46694 -4.22650 -4.14385 0.44
H -3.26154 -3.60345 -2.97101 0.03
H -6.70883 -2.19243 -5.25300 0.37
C 2.52074 1.67124 -2.06686 -2.17
C 2.64643 0.52066 -3.04290 2.21
C 2.76719 1.02396 -4.50136 -1.89
C 3.95087 -0.25042 -2.66510 -0.99
C 4.16339 -1.59194 -3.41382 -1.02
C 2.99195 -2.52846 -3.05075 -0.57
C 1.64380 -1.91901 -3.36184 1.85
C 1.44367 -2.04838 -4.87122 -1.73
C 0.58290 -2.80126 -2.70975 -1.17
N 1.54058 -0.52561 -2.78457 0.84
O 0.28886 -0.00490 -2.95717 -0.28
H 3.45383 2.23369 -2.03388 0.74
H 1.63769 2.29105 -2.22230 0.31
H 2.41434 1.36847 -1.02517 -0.03
H 1.80504 1.36443 -4.88406 0.31
H 3.49312 1.83517 -4.55673 0.44
H 3.18601 0.30081 -5.20118 0.31
H 4.84653 0.36023 -2.77910 0.53
H 3.87205 -0.50176 -1.60740 -0.16
H 4.31392 -1.63024 -4.49269 0.35
H 5.07971 -1.99280 -2.98049 0.56
H 3.04572 -2.65275 -1.96919 -0.58
H 3.12854 -3.52731 -3.46518 0.63
H 2.20527 -1.64987 -5.54148 0.29
H 0.51440 -1.52812 -5.10335 0.25
H 1.26163 -3.10192 -5.08342 0.47
H 0.67603 -2.82265 -1.62394 -0.48
H 0.63299 -3.81554 -3.10577 0.60
H -0.43565 -2.48384 -2.93313 -0.08
H 0.10119 0.35498 -2.08719 -0.21
C 5.22040 2.44996 1.38668 -1.41
C 4.37528 3.69528 1.74227 1.72
C 3.20373 3.86698 0.76779 -1.02
C 3.77576 3.57700 3.16984 -0.37
C 4.76739 3.89730 4.29458 -1.21
C 5.31910 5.36173 4.10333 -1.12
C 5.94389 5.61049 2.79661 1.43
C 5.98756 7.13978 2.53768 -1.85
C 7.37866 5.10108 2.83722 -1.82
N 5.19458 4.96400 1.61208 0.51
O 5.85123 5.14526 0.37340 -0.51
H 4.55169 1.60880 1.20398 0.21
H 5.58441 2.51761 0.36149 0.40
H 5.99231 2.18054 2.10756 0.26
H 2.65603 4.80913 0.78958 0.37
H 3.58307 3.74952 -0.24729 0.64
H 2.47241 3.06498 0.86810 -0.41
H 2.80135 4.05749 3.25800 0.52
H 3.60230 2.50780 3.29155 -0.39
H 4.27448 3.80095 5.26198 0.49
H 5.60203 3.19720 4.25805 0.36
H 6.10944 5.54047 4.83237 0.52
H 4.50722 6.07128 4.26300 0.35
H 4.92849 7.39169 2.59255 0.44
H 6.22326 7.37727 1.50031 0.35
H 6.60327 7.69496 3.24533 0.36
H 7.51692 4.02032 2.86823 0.31
H 7.80858 5.43048 3.78313 0.44
H 8.14991 5.44647 2.14875 0.37
H 5.51018 5.98719 0.06284 0.35
C -1.30871 -3.97185 -0.07612 -0.49
O -2.11335 -4.84469 0.81440 -0.48
C -3.50401 -4.52073 0.89515 -0.27
C -4.21746 -5.60667 1.79861 0.43
C -4.23033 -7.00243 1.14894 -1.64
N -5.53175 -5.26833 2.10595 -0.68
H -1.60916 -3.90450 -1.12173 0.34
H -0.29261 -4.36495 -0.10956 0.31
H -1.25207 -2.99723 0.40867 0.05
H -3.68868 -3.53884 1.33091 0.26
H -4.04762 -4.43852 -0.04604 0.31
H -3.67682 -5.69061 2.74136 0.19
H -3.22799 -7.40209 0.99508 0.30
H -4.71037 -6.93693 0.17253 0.36
H -4.88659 -7.70935 1.65657 0.43
H -6.16986 -5.16406 1.33003 0.26
H -5.47983 -4.38213 2.58767 0.30
C 0.87891 1.30268 4.77165 -0.08
O 0.52453 2.40761 3.86075 -0.28
C -0.83026 2.37777 3.38199 -0.06
C -1.04458 3.45742 2.29869 0.23
C -2.41388 3.50955 1.57600 -1.22
N -0.02927 3.29980 1.30544 -0.17
H 1.91788 0.97857 4.71183 0.09
H 0.37528 0.40069 4.42398 -0.23
H 0.58563 1.57032 5.78677 0.35
H -0.95980 1.36505 3.00027 -0.50
H -1.60650 2.43071 4.14537 0.52
H -0.94986 4.37005 2.88711 0.52
H -2.51747 4.47597 1.08262 0.40
H -3.28441 3.44377 2.22864 0.52
H -2.56459 2.73580 0.82322 0.02
H 0.89509 3.19512 1.69878 -0.71
H 0.06050 4.15232 0.77136 0.33
C -2.47924 6.72413 -5.61646 -0.73
O -2.62830 5.36376 -5.49006 -0.42
C -1.91476 4.64062 -4.42604 -0.69
C -2.88916 4.55559 -3.21195 0.37
C -2.36326 3.73153 -2.03586 -0.58
N -4.10035 3.84558 -3.66084 -0.56
H -3.11952 7.32617 -4.97171 0.26
H -2.65378 6.94310 -6.66987 0.29
H -1.43363 7.02014 -5.53167 0.32
H -1.79675 3.63949 -4.84067 0.24
H -0.91272 5.03733 -4.26286 0.44
H -3.18637 5.55042 -2.88015 0.27
H -1.44026 4.19621 -1.68912 0.32
H -2.09267 2.68427 -2.17047 -0.35
H -3.01693 3.85623 -1.17257 0.35
H -4.41951 4.24702 -4.53094 0.25
H -4.96846 4.05730 -3.19005 0.21
C -2.04761 -3.39351 7.65316 -0.77
O -2.32773 -2.45378 6.57396 -0.33
C -3.06226 -3.21209 5.53936 -1.33
C -2.37835 -3.23469 4.14200 1.80
C -1.25022 -4.24059 4.05052 -1.54
N -2.02871 -1.91365 3.74751 -0.62
H -2.91137 -3.77923 8.19466 0.29
H -1.60364 -2.91238 8.52466 0.29
H -1.38942 -4.18888 7.30345 0.30
H -3.53912 -4.14611 5.83654 0.53
H -4.00220 -2.66144 5.50205 0.51
H -3.18762 -3.64993 3.54137 -0.66
H -0.45793 -4.04266 4.77245 0.49
H -0.69970 -4.23161 3.10980 0.11
H -1.65961 -5.23172 4.24585 0.46
H -1.22786 -1.74141 4.33833 0.22
H -1.47762 -1.89522 2.90131 -0.13
C 4.15173 -1.04846 3.34974 -0.74
O 2.87363 -1.67690 3.07745 -0.20
C 2.94363 -3.13278 2.97250 -0.31
C 3.93610 -3.69980 1.89556 0.33
C 3.54386 -3.21306 0.44677 -0.61
N 3.97611 -5.13204 1.81798 -0.80
H 4.05637 0.01018 3.59117 -0.03
H 4.80865 -1.06340 2.48006 0.33
H 4.83584 -1.54351 4.03896 0.42
H 3.13481 -3.58194 3.94708 0.47
H 1.93046 -3.47778 2.76616 -0.24
H 4.95636 -3.40211 2.13754 0.35
H 4.20154 -3.76486 -0.22485 0.54
H 3.64612 -2.13432 0.32860 -0.18
H 2.45996 -3.27772 0.35140 -0.05
H 3.01572 -5.36945 1.61457 0.32
H 4.48704 -5.36445 0.97832 0.31
O 0.41333 -1.08767 2.18483 0.12
C 0.69845 -0.13889 1.17700 0.70
C -0.63664 0.00950 0.36134 -0.17
O -0.64311 1.13780 -0.44760 1.20
H 1.27092 -1.29887 2.56103 0.06
H 1.01901 0.76734 1.69090 -0.17
H 1.58107 -0.52307 0.66564 -0.22
H -1.46474 0.17749 1.04991 0.44
H -0.81086 -0.87302 -0.25422 -0.26
H -0.45241 1.89338 0.11306 -0.53

***

(2)
96
Properties=species:S:1:pos:R:3:mulliken_charge:R:1 method="wB97M-V/def2-TZVPD" homo_energy_ev=-9.7 total_energy_ev=-123267.215 multiplicity=1 total_charge=0 e_lumo_ev=0.52
C 1.71538 1.10429 0.89131 -0.35
C 1.54119 2.60286 1.53695 -0.36
C 2.92923 3.29013 2.07983 0.16
C 3.06280 4.75827 1.35925 -1.26
Si 2.90516 3.65173 4.00872 0.43
O 3.30186 2.09641 4.77655 -0.30
Si 5.05730 2.07529 4.85675 0.51
H 1.19847 0.26032 1.55118 -0.18
H 2.83614 0.77363 0.74280 0.27
H 1.18259 1.02489 -0.17234 0.08
H 0.80324 2.51812 2.44497 0.23
H 1.09273 3.29641 0.70661 0.27
H 3.81897 2.57241 1.82831 0.34
H 4.09347 5.26164 1.64437 0.31
H 2.91284 4.63569 0.20487 0.34
H 2.21258 5.44156 1.83895 0.30
H 1.53579 4.01379 4.45056 -0.17
H 3.88845 4.68886 4.37880 -0.18
H 5.43325 2.07490 6.27269 -0.16
H 5.69452 3.28233 4.27962 -0.12
H 5.53585 0.86746 4.17099 -0.14
O -1.38720 1.47469 -1.86603 -0.63
S -1.97476 0.39884 -2.63564 1.25
O -1.43538 -0.94426 -2.61543 -0.63
O -2.12889 0.87717 -4.18551 -0.22
C -0.98400 1.37349 -4.86362 -0.40
C -0.08067 0.24431 -5.32183 -0.87
C -3.70724 0.31333 -2.25746 -0.81
H -0.43886 2.08832 -4.23818 0.35
H -1.34407 1.92124 -5.74066 0.27
H 0.37604 -0.26411 -4.46741 0.30
H 0.72314 0.62583 -5.95782 0.41
H -0.64976 -0.50701 -5.87856 0.13
H -4.13466 1.31523 -2.32955 0.31
H -3.81266 -0.06699 -1.23933 0.38
H -4.18972 -0.36751 -2.96125 0.17
O -1.25246 -4.24448 4.76456 -0.65
S -0.05215 -4.36823 3.96523 1.19
O 1.22108 -4.74240 4.54328 -0.60
O 0.14901 -3.00578 3.09465 -0.20
C 0.15863 -1.75789 3.77260 -0.40
C 1.49525 -1.50397 4.44342 -0.98
C -0.38987 -5.45386 2.60171 -0.80
H -0.66409 -1.69831 4.49295 0.35
H -0.01574 -0.98300 3.01893 0.19
H 1.65816 -2.20187 5.27016 0.42
H 1.53968 -0.48757 4.84480 0.35
H 2.31820 -1.64402 3.73531 0.25
H -1.31936 -5.14078 2.12240 0.33
H -0.49329 -6.46754 2.99423 0.37
H 0.44462 -5.40970 1.89934 0.19
O -4.71727 -0.41251 -9.36721 -0.63
S -5.64122 -0.71718 -8.29555 1.18
O -6.00753 0.26236 -7.29476 -0.59
O -5.15135 -2.07632 -7.54227 -0.25
C -3.82000 -2.14305 -7.05238 -0.68
C -3.67411 -1.38836 -5.74465 -0.72
C -7.12871 -1.38019 -9.00238 -0.92
H -3.10929 -1.77875 -7.80173 0.36
H -3.59465 -3.20083 -6.88146 0.31
H -3.79598 -0.31180 -5.89725 0.38
H -2.68591 -1.55854 -5.30802 0.33
H -4.43956 -1.70184 -5.02765 0.22
H -6.86291 -2.16288 -9.71544 0.31
H -7.65096 -0.56883 -9.51353 0.37
H -7.75375 -1.77912 -8.20123 0.31
O 2.75103 -5.66055 0.33027 -0.57
S 3.86475 -6.57603 0.20180 1.15
O 5.12076 -6.17905 -0.39829 -0.61
O 3.34869 -7.94214 -0.52073 -0.27
C 2.67238 -7.84222 -1.76554 -0.30
C 3.64700 -7.62863 -2.90813 -1.00
C 4.20283 -7.28280 1.79491 -0.95
H 1.91584 -7.05091 -1.73668 0.30
H 2.14361 -8.78861 -1.91922 0.28
H 4.12265 -6.64570 -2.83954 0.30
H 3.13287 -7.68931 -3.87154 0.38
H 4.44577 -8.37671 -2.88247 0.26
H 3.26698 -7.63973 2.22908 0.31
H 4.63562 -6.50350 2.42555 0.37
H 4.91388 -8.10229 1.67461 0.34
O 0.21787 7.48956 3.24561 -0.65
S -0.27018 6.99327 4.51466 1.22
O -0.68910 5.61921 4.69285 -0.58
O -1.45609 7.97488 5.04823 -0.27
C -2.55591 8.24475 4.19120 -0.33
C -3.54189 7.09206 4.17814 -0.98
C 0.92183 7.38369 5.77104 -0.82
H -2.21291 8.48447 3.17916 0.32
H -3.05497 9.13731 4.58255 0.27
H -3.10644 6.20868 3.70155 0.29
H -4.44645 7.36303 3.62634 0.38
H -3.81854 6.80583 5.19787 0.26
H 1.19843 8.43589 5.68114 0.32
H 1.79783 6.75095 5.61428 0.25
H 0.48427 7.17827 6.74982 0.32

***

(3)
10
Properties=species:S:1:pos:R:3:mulliken_charge:R:1 method="wB97M-V/def2-TZVPD" homo_energy_ev="-7.9 / -8.0" relative_energy_kj_mol=436.01 total_energy_ev=-9672.935 multiplicity=1 total_charge=0 e_lumo_ev="-0.03 / -0.03"
O 2.04050 -0.31111 -0.19951 -0.48
C 0.73956 -0.04174 -0.02369 0.63
C 0.35134 1.25537 0.20868 -0.36
N -0.96721 1.52903 -0.06575 0.21
N -1.99056 1.01510 -0.29487 -0.36
C -1.37283 -1.13418 -0.17706 -0.20
N -0.10460 -1.10366 0.04447 -0.39
H 2.14061 -1.27052 -0.30578 0.36
H 0.98853 2.08979 0.46710 0.38
H -1.82536 -2.02807 0.34641 0.21

***

(4)
24
Properties=species:S:1:pos:R:3:mulliken_charge:R:1 method="wB97M-V/def2-TZVPD" homo_energy_ev=-13.0 relative_energy_kj_mol=388.84 total_energy_ev=-24689.729 multiplicity=1 total_charge=+1 e_lumo_ev=-3.76
C -0.77077 2.18323 -1.47376 -0.89
C -2.05639 2.11559 -1.82491 -0.21
C 1.13371 -0.51924 -1.17467 -0.41
C -0.19126 1.27117 -0.42383 0.49
C 2.26654 1.09297 0.34701 -0.84
C -1.68884 -2.33094 1.98922 -0.78
N -2.82327 1.06029 -1.34285 -0.58
N -2.32274 0.06221 -0.83700 -0.18
N 1.25671 0.72465 -0.65128 0.04
N -0.95842 0.05841 -0.45404 0.62
N -0.30669 -1.09898 -0.04197 -0.57
S -0.16053 -1.42249 1.66809 0.08
H -0.22009 3.08639 -1.77100 0.31
H -2.50361 2.94603 -2.40288 0.39
H 0.54338 -0.77288 -2.01001 0.39
H 1.94406 -1.23702 -0.98769 0.37
H -0.28547 1.61733 0.62621 0.46
H 1.70231 1.65236 0.94380 0.36
H 2.67585 0.24508 0.84213 0.35
H 3.14504 1.67050 -0.20238 0.28
H -2.46841 -1.70527 2.45754 0.29
H -1.36300 -3.17541 2.59160 0.35
H -2.15668 -2.60244 1.01589 0.28
H -0.61483 -1.94902 -0.53247 0.39

***

(5)
16
Properties=species:S:1:pos:R:3:mulliken_charge:R:1 method="wB97M-V/def2-TZVPD" homo_energy_ev=-9.6 smiles=O[C@H]1C[C@]2(CN2)C1 relative_energy_kj_mol=256.19 total_energy_ev=-8866.557 multiplicity=1 total_charge=0 e_lumo_ev=1.02
O 1.47940 1.69992 1.10186 -0.56
C 0.92274 1.28211 -0.12107 0.05
C -0.60725 1.01264 -0.09067 -0.73
C -0.29702 -0.48434 -0.12021 0.66
C -1.17346 -1.61966 -0.44820 -0.57
N -0.66943 -1.43206 0.91906 -0.69
C 1.16420 -0.21084 -0.46804 -0.88
H 1.27662 1.02463 1.76375 0.35
H 1.25352 2.01048 -0.86491 0.40
H -1.12795 1.36606 -0.98711 0.27
H -1.12383 1.39453 0.79798 0.33
H -0.77539 -2.48810 -0.96879 0.25
H -2.22389 -1.41337 -0.64934 0.24
H -1.40280 -1.04062 1.50649 0.25
H 1.90829 -0.71986 0.15311 0.36
H 1.39627 -0.38152 -1.52392 0.28

***

(6)
14
Properties=species:S:1:pos:R:3:mulliken_charge:R:1 method="wB97M-V/def2-TZVPD" homo_energy_ev=-9.9 smiles=C#CCC1CC1 relative_energy_kj_mol=209.15 total_energy_ev=-6348.616 multiplicity=1 total_charge=0 e_lumo_ev=1.21
C 0.51908 1.84994 1.31870 -0.19
C -0.47787 1.40108 0.81062 -0.21
C -1.32903 0.56788 -0.03667 -0.70
C -0.42317 -0.46501 -0.77642 -0.09
C 0.29836 -1.51387 0.03503 -0.56
C 1.07468 -0.40630 -0.61175 -0.39
H 1.40027 2.25260 1.76071 0.39
H -2.08803 0.05233 0.56798 0.27
H -1.87716 1.20351 -0.74657 0.35
H -0.82571 -0.75482 -1.74583 0.37
H 0.38772 -2.53689 -0.32842 0.27
H 0.17643 -1.44700 1.11464 0.25
H 1.39330 0.37930 0.06519 -0.01
H 1.77112 -0.58276 -1.42722 0.26